198
Properties=species:S:1:pos:R:3:forces:R:3 method="wB97M-V/def2-TZVPD" multiplicity=1 e_above_lowest_kcal_mol=0.00 total_charge=0
C 22.6886 -12.1816 15.5035 -0.2 -0.1 0.6
C 22.3097 -10.6937 15.3037 0.0 -1.1 -0.6
O 23.2077 -9.8303 15.9900 0.0 0.0 -0.2
H 23.6301 -12.3772 15.0035 0.5 0.1 0.2
H 22.0185 -12.9271 15.0630 -0.4 0.5 -0.2
H 22.7453 -12.4813 16.5767 0.2 0.5 -0.6
H 21.2794 -10.4778 15.5509 -0.1 0.0 0.5
H 22.3404 -10.4937 14.2302 0.4 0.2 0.0
H 22.7771 -9.6125 16.8256 -0.1 0.0 0.3
C 21.2267 -7.1585 17.5987 1.2 -0.5 1.7
C 21.1480 -8.1899 18.7454 0.2 -0.4 -0.7
O 21.4408 -9.5246 18.2078 0.0 1.6 -0.7
H 20.6081 -7.3451 16.7540 -0.5 -0.5 -0.6
H 22.2990 -7.1271 17.3245 -0.6 0.3 -0.2
H 20.9020 -6.2144 18.0248 0.2 0.2 -0.1
H 20.1909 -8.2065 19.2753 -0.1 0.0 -0.3
H 21.9261 -7.9633 19.4792 -0.1 0.1 0.0
H 21.1901 -10.1644 18.8495 -0.2 -0.8 0.8
C 24.6774 -10.3658 12.5478 0.8 -2.4 -0.5
C 24.3322 -9.1237 11.8486 -1.1 1.6 -1.3
O 23.8573 -9.3645 10.5206 0.3 -1.8 0.8
H 23.8366 -11.1347 12.5168 1.1 1.0 0.1
H 24.8916 -10.0338 13.5404 0.0 -0.2 1.1
H 25.6385 -10.8615 12.1930 -1.2 0.5 0.1
H 25.1770 -8.4182 11.8217 -0.1 -0.1 0.2
H 23.5292 -8.6478 12.4466 0.3 0.1 -0.2
H 23.6185 -8.5868 10.0280 0.2 1.2 -0.1
C 18.1922 -15.5952 13.2238 1.0 0.2 -0.6
C 17.8966 -14.1494 13.5752 0.4 0.1 -0.6
O 19.0015 -13.2783 13.3361 0.0 0.0 0.9
H 18.5255 -15.6691 12.1588 -0.4 0.0 0.8
H 17.3186 -16.1852 13.3869 -0.8 -0.5 -0.2
H 18.9576 -16.0603 13.8482 0.2 0.3 0.0
H 17.7069 -14.0321 14.6327 -0.3 -0.2 0.3
H 16.9960 -13.8409 13.0208 0.2 0.2 0.1
H 19.2487 -13.1990 12.3925 -0.5 -0.3 -0.2
C 18.8755 -7.7821 6.3953 0.6 1.9 -0.7
C 17.4667 -7.7822 6.9385 0.4 -1.0 -0.3
O 16.7001 -8.7432 6.1744 -0.6 0.3 0.8
H 18.8050 -7.6504 5.2961 0.1 -0.4 0.4
H 19.4333 -8.6846 6.6344 0.0 0.1 0.0
H 19.4560 -6.8389 6.7041 -0.8 -1.5 0.0
H 17.0498 -6.7905 6.8198 -0.3 0.3 0.2
H 17.4744 -8.1168 7.9755 0.0 0.4 0.2
H 15.8823 -8.8739 6.6953 0.6 -0.1 -0.6
C 20.6371 -6.5478 12.3904 0.8 -0.6 0.1
C 20.6667 -8.0352 12.7938 -1.1 0.2 0.1
O 19.3363 -8.5650 12.5766 0.5 0.2 -0.6
H 20.5743 -6.5417 11.2907 -0.6 0.2 0.5
H 21.6596 -6.1838 12.5404 -0.2 0.3 0.4
H 19.8805 -5.8931 12.8804 0.5 -0.7 -0.3
H 20.8940 -8.3508 13.8138 0.4 0.9 0.3
H 21.4460 -8.5044 12.1834 -0.4 -0.2 -0.3
H 19.2090 -9.3355 13.1426 -0.1 -0.4 0.3
C 25.0459 -4.5736 13.7635 0.6 2.1 0.6
C 24.3432 -4.4336 15.0838 -0.4 -0.3 1.3
C 22.8523 -4.7897 15.1356 0.6 -1.1 0.3
O 24.9840 -5.2059 16.1253 0.0 0.3 -0.7
H 26.1036 -4.1837 13.8744 -1.2 -0.4 -0.3
H 24.4629 -3.9839 13.0423 0.4 -0.1 -0.1
H 25.0671 -5.5810 13.4956 0.1 -1.8 -0.7
H 24.4429 -3.4277 15.4580 0.0 0.7 -0.1
H 22.5959 -4.6394 16.1927 -0.2 -0.3 -0.4
H 22.7027 -5.8722 14.8687 0.1 0.9 0.2
H 22.2046 -4.1766 14.5358 -0.1 0.3 -0.5
H 25.0591 -6.0908 15.7432 0.0 -0.5 0.2
C 21.2590 -11.4732 11.3102 -1.3 -0.9 -0.9
C 19.7794 -11.5069 10.7964 0.7 -0.1 -0.3
C 19.5349 -10.8749 9.4340 -0.3 -0.2 0.0
O 19.2684 -12.8623 10.8213 0.0 0.4 0.1
H 21.6762 -10.4866 11.3682 0.0 0.5 0.1
H 21.8842 -12.0233 10.6068 0.1 -0.1 -0.1
H 21.2823 -11.9888 12.2693 0.1 0.2 0.2
H 19.1873 -10.9451 11.5110 -0.3 -0.2 0.1
H 20.1788 -11.1758 8.6031 0.1 -0.5 0.3
H 19.7892 -9.8605 9.6285 -0.1 1.2 -0.3
H 18.4744 -10.9418 9.1016 0.7 0.0 0.4
H 19.8782 -13.4092 10.3312 0.3 -0.3 -0.4
C 16.0771 -2.6486 15.6574 0.6 -0.1 0.5
C 16.1381 -1.6446 14.5081 -0.8 -0.7 -0.1
C 16.4128 -2.3472 13.1845 -0.4 0.3 -0.2
O 14.8465 -0.9499 14.3711 1.2 -0.6 0.1
H 15.2765 -3.4055 15.5121 0.6 0.4 -0.1
H 15.8790 -2.1321 16.5981 -0.2 0.1 0.1
H 17.0812 -3.1159 15.8457 -1.0 0.2 -0.5
H 16.9031 -0.8885 14.6882 0.2 0.0 0.1
H 16.5235 -1.5827 12.4338 -0.1 0.3 -0.5
H 15.5746 -2.9921 12.9063 0.0 0.1 0.1
H 17.3130 -2.9561 13.1077 0.1 0.0 0.6
H 14.7411 -0.4687 15.1993 -0.2 0.0 -0.1
C 21.3618 -2.9800 17.9850 -0.3 0.2 1.1
C 20.1837 -2.3480 17.2788 0.1 -0.3 1.1
C 20.2867 -2.4606 15.8059 -0.2 0.0 -0.4
O 18.9165 -2.9348 17.7403 0.8 0.5 -0.5
H 22.2903 -2.5450 17.6128 0.0 -0.1 0.0
H 21.3616 -4.0659 17.8502 0.1 0.2 0.1
H 21.2853 -2.7325 19.0718 0.2 -0.4 -0.7
H 20.1944 -1.3021 17.5209 -0.3 0.7 0.3
H 21.1653 -1.8887 15.4298 -0.7 -0.4 0.2
H 19.3379 -2.0796 15.4248 0.2 0.0 -0.6
H 20.4077 -3.5106 15.5661 -0.1 -0.2 -0.4
H 18.7903 -2.6799 18.6612 0.0 0.0 0.0
C 22.0988 -3.2989 11.1889 -1.2 1.3 0.1
C 21.9044 -1.8690 11.7535 0.5 -0.9 0.4
C 20.4495 -1.6244 12.1849 0.7 0.0 0.1
O 22.7744 -1.8501 12.9289 -0.2 -0.2 -0.7
H 21.3420 -3.4179 10.3760 0.7 -0.3 0.6
H 21.9298 -3.9850 12.0233 -0.1 -0.1 -0.3
H 23.1073 -3.3954 10.8177 0.3 -0.2 -0.2
H 22.2890 -1.1592 10.9921 -0.4 0.0 0.5
H 20.1995 -2.3620 12.9638 -0.1 0.1 -0.4
H 19.7646 -1.6978 11.3397 0.0 -0.1 0.1
H 20.3483 -0.6353 12.6369 -0.1 0.1 -0.1
H 22.6340 -1.0608 13.4512 -0.1 0.4 -0.1
C 27.6766 -5.7755 11.5736 1.7 1.2 -0.9
C 27.0612 -5.5525 10.1982 -1.0 0.0 -0.4
C 26.8997 -6.8781 9.4803 0.0 0.7 -1.4
O 25.6542 -5.0464 10.2260 1.4 -0.4 -0.1
H 28.5813 -6.4068 11.5016 -0.3 0.4 -0.3
H 27.1067 -6.2405 12.3143 -1.6 -0.8 0.8
H 27.9982 -4.8206 11.9865 0.1 0.1 0.2
H 27.6782 -4.8304 9.5765 -0.7 -0.7 0.8
H 27.9156 -7.2816 9.2329 -1.1 0.0 0.3
H 26.3438 -6.6425 8.5172 0.7 -0.6 1.0
H 26.2674 -7.5291 10.1056 0.5 -0.1 -0.4
H 25.5138 -4.4928 10.9919 0.1 0.2 0.4
C 16.6905 -4.2328 8.8227 1.7 -0.3 0.4
C 18.2162 -4.3065 8.4706 -0.9 1.0 0.0
C 18.8148 -2.8744 8.4101 -0.6 -0.9 0.8
O 18.9652 -4.9778 9.4621 0.7 0.9 -0.1
H 16.1743 -3.4570 8.2736 -0.1 0.2 -0.1
H 16.6384 -4.0567 9.9104 -0.3 0.0 -0.4
H 16.2781 -5.1909 8.5595 -0.6 -0.4 0.1
H 18.3188 -4.7726 7.4723 0.1 0.0 0.3
H 18.5748 -2.3932 9.4178 0.4 -0.3 -1.5
H 18.3631 -2.3361 7.5535 0.4 0.0 0.6
H 19.8969 -3.0301 8.2895 -0.3 0.6 0.0
H 18.6824 -5.8491 9.7366 -0.8 -0.8 -0.1
C 17.4967 -5.9015 15.7977 1.8 -0.5 -0.9
C 17.2220 -5.8401 17.2649 -0.6 1.6 -0.2
C 16.5782 -7.0973 17.7832 -0.8 -1.2 0.2
O 18.4059 -5.6410 17.9879 0.3 -1.0 0.9
H 18.1214 -5.0481 15.4295 -0.6 -0.5 0.4
H 16.5525 -5.8622 15.3235 -1.0 -0.1 -1.0
H 18.0445 -6.8339 15.4918 -0.5 0.6 0.3
H 16.5651 -4.9043 17.3590 0.4 -1.3 0.4
H 15.6022 -7.3997 17.3228 0.8 0.6 0.1
H 16.3918 -7.0406 18.8577 0.1 0.2 0.0
H 17.2486 -7.9676 17.6402 -0.1 0.5 -0.1
H 18.7224 -4.7500 17.8599 0.1 0.8 -0.3
C 27.4855 -7.6413 15.4538 -1.1 -0.1 -1.5
C 26.2778 -8.4590 15.9315 0.5 0.8 0.1
C 26.0681 -8.3965 17.4511 -0.2 0.1 -0.8
O 25.1463 -7.9717 15.2305 -0.9 0.1 0.3
H 27.4528 -7.6539 14.3405 0.2 -0.2 0.6
H 28.4369 -8.0124 15.7690 0.5 -0.4 0.3
H 27.4092 -6.5962 15.7022 -0.2 0.4 0.5
H 26.3993 -9.4850 15.6002 0.3 -0.5 0.2
H 27.0475 -8.6040 17.8713 -0.1 -0.3 0.6
H 25.2870 -9.1263 17.7102 0.5 0.1 0.3
H 25.7313 -7.4024 17.7890 0.2 -0.2 -0.3
H 24.3868 -8.5017 15.5751 0.2 0.3 -0.6
C 16.9885 -10.6007 15.7273 1.0 0.7 -1.6
C 18.5036 -10.6181 15.7946 0.1 -0.1 -0.3
C 19.0034 -11.8078 16.5682 0.8 -0.2 -0.4
O 19.0810 -10.7327 14.4615 -0.5 -0.1 0.4
H 16.5101 -10.1855 16.5789 -0.4 0.2 0.9
H 16.6860 -11.6036 15.5232 -0.6 -0.8 0.0
H 16.7325 -10.0104 14.8393 -0.2 0.1 0.2
H 18.9282 -9.7068 16.2039 -0.1 0.3 0.0
H 20.0901 -11.7805 16.4382 -0.2 -0.5 0.4
H 18.5971 -12.6790 16.0607 0.2 -0.4 0.0
H 18.7469 -11.9114 17.6135 -0.2 0.4 0.3
H 18.9698 -11.6684 14.1551 0.1 0.4 -0.1
C 16.0089 -8.9205 10.6986 0.2 -0.3 -0.2
C 16.6042 -7.5494 10.6620 0.7 1.4 -0.3
C 16.3927 -6.8155 11.9609 0.3 -1.3 0.2
O 18.0073 -7.5585 10.3938 -0.1 -0.1 -0.5
H 16.2318 -9.4625 9.7638 0.0 0.0 0.5
H 14.9373 -8.8101 10.7842 -0.4 -0.2 0.1
H 16.3920 -9.4356 11.6040 -0.2 -0.1 -0.6
H 16.2458 -6.9040 9.8661 -0.6 -0.3 -0.4
H 15.3615 -6.7845 12.2208 -1.0 0.3 0.2
H 16.8374 -5.8458 11.9388 0.3 0.7 0.1
H 16.8782 -7.4504 12.7008 0.2 0.3 0.5
H 18.4219 -7.9204 11.1859 0.6 -0.3 0.4
C 22.1127 -5.6954 7.7296 1.0 1.4 0.0
C 22.2313 -6.4104 9.0628 0.6 -0.1 -1.1
C 21.2535 -7.5537 9.0569 0.4 -0.2 1.0
O 23.5825 -6.9440 9.2111 -0.1 0.9 0.5
H 22.8347 -4.8675 7.7440 -0.3 0.3 0.2
H 21.1127 -5.2743 7.5810 0.1 -0.2 -0.1
H 22.4837 -6.2239 6.8589 -0.5 -0.8 0.0
H 21.8998 -5.6719 9.8130 0.7 -0.4 0.2
H 21.2744 -8.0975 10.0115 0.0 0.0 -0.2
H 21.4517 -8.2628 8.2534 -0.1 0.1 -0.1
H 20.2945 -7.0594 8.9816 -0.5 -0.4 -0.3
H 24.3092 -6.2834 9.4093 -1.4 -0.4 -0.1